No. 1
ORCA calculation (ωB97M-V/def2-TZVPD) on a structure of composition C24H38N2O4PSbSe4Ta.

Computed properties:
Total charge: +1
Multiplicity: 1
HOMO, Ha: -0.3925
ΔE to the lowest compared entry with this formula, charge and spin, kcal per mole: 1.3
Gap between HOMO and LUMO, hartree: 0.2368
E_tot, eV: -315437.9906

Each line ends with the Löwdin charge.
Geometry (Å):
Ta: -0.2203 -3.6983 0.1695  0.558
Se: -0.0924 -5.7423 1.4935  0.155
Sb: 2.2096 -4.5176 0.9969  0.144
Se: -0.4542 -1.4459 1.4014  0.518
Se: 1.3858 -4.2538 -1.5531  0.170
Se: 4.2377 -5.5877 1.2838  0.008
C: -5.7151 -0.4876 -3.2886  0.006
C: -5.1085 -1.3213 -2.2191  -0.335
N: -3.8869 -1.7823 -2.2027  0.196
C: -3.7758 -2.4974 -1.0319  -0.136
C: -4.9650 -2.4547 -0.3264  -0.053
N: -5.7868 -1.7092 -1.0965  0.193
C: -5.5330 -2.9635 0.9645  -0.457
O: -4.7463 -3.6663 1.7612  0.162
O: -6.6766 -2.7077 1.2262  0.142
C: -2.5449 -3.1549 -0.6898  -0.567
O: -1.5097 -3.0785 -1.4237  -0.172
O: -2.3819 -3.7843 0.4234  -0.226
H: -4.9954 -0.3763 -4.0945  0.086
H: -5.9832 0.5003 -2.9119  0.088
H: -6.6167 -0.9546 -3.6857  0.090
H: -6.7445 -1.5163 -0.8347  0.181
H: -3.8577 -3.7910 1.3774  0.076
C: -0.0545 3.4625 3.8355  -0.193
C: -1.1675 2.4203 3.6620  -0.175
C: -1.0358 1.6457 2.3382  -0.229
C: 0.4506 1.4941 1.9903  -0.428
C: 1.0079 2.8872 1.6204  -0.181
C: 0.3574 3.9956 2.4707  -0.180
P: 0.8178 0.2041 0.7280  0.794
C: 2.5636 -0.3380 0.9100  -0.399
C: 3.0997 -1.1368 -0.3150  -0.224
C: 4.4594 -0.6328 -0.7973  -0.191
C: 5.4670 -0.6184 0.3480  -0.170
C: 4.9193 0.1335 1.5796  -0.163
C: 3.5471 0.7637 1.3292  -0.205
C: 0.3699 0.8742 -0.9090  -0.394
C: -0.3230 -0.1227 -1.8435  -0.212
C: -0.9791 0.6366 -3.0143  -0.172
C: -0.2350 1.9329 -3.3578  -0.192
C: 1.2592 1.7541 -3.1187  -0.172
C: 1.5588 1.5670 -1.6194  -0.169
H: 0.8154 3.0173 4.3280  0.115
H: -0.3907 4.2689 4.4862  0.115
H: -2.1427 2.9093 3.6783  0.117
H: -1.1580 1.7157 4.4955  0.116
H: -1.5318 2.1849 1.5255  0.121
H: -1.5456 0.6908 2.4360  0.039
H: 0.9745 1.1183 2.8780  0.125
H: 0.8164 3.1040 0.5686  0.093
H: 2.0894 2.9045 1.7573  0.099
H: -0.5273 4.3856 1.9612  0.118
H: 1.0539 4.8292 2.5591  0.117
H: 2.4829 -1.0216 1.7625  0.098
H: 2.3818 -1.1729 -1.1331  0.073
H: 3.2488 -2.1705 -0.0189  0.020
H: 4.3817 0.3652 -1.2355  0.105
H: 4.8049 -1.2888 -1.5984  0.125
H: 6.3960 -0.1621 0.0074  0.114
H: 5.7114 -1.6480 0.6185  0.113
H: 5.6113 0.9152 1.8930  0.116
H: 4.8277 -0.5483 2.4291  0.117
H: 3.6110 1.5404 0.5635  0.115
H: 3.2092 1.2406 2.2504  0.103
H: -0.3714 1.6378 -0.6373  0.121
H: -1.0867 -0.6939 -1.3177  0.053
H: 0.4065 -0.8471 -2.2174  0.107
H: -2.0228 0.8421 -2.7672  0.106
H: -0.9967 -0.0240 -3.8819  0.119
H: -0.5996 2.7611 -2.7411  0.115
H: -0.4316 2.2183 -4.3908  0.115
H: 1.8260 2.6070 -3.4914  0.117
H: 1.6083 0.8812 -3.6774  0.121
H: 1.7625 2.5325 -1.1568  0.107
H: 2.4643 0.9753 -1.5091  0.075


No. 2
ORCA calculation (ωB97M-V/def2-TZVPD) on a structure of composition C24H39BCsFNO7P in a non-equilibrium geometry.

Computed properties:
Multiplicity: 1
HOMO, Ha: -0.2225
Gap between HOMO and LUMO, hartree: 0.1271
E_tot, eV: -54550.4827

Each line ends with the Löwdin charge.
Geometry (Å):
C: -0.5937 2.4548 -3.8061  -0.112
C: -0.2360 1.0275 -4.5546  -0.242
O: 0.3603 0.0126 -3.6386  -0.194
C: -0.3752 -1.2398 -3.9379  -0.196
C: 0.2700 -2.5848 -3.2580  -0.177
O: 1.0151 -2.3566 -2.0095  -0.187
C: 0.6562 -3.3431 -0.9782  -0.118
B: 0.9593 -2.8076 0.5808  -0.925
N: 1.8223 -3.9584 1.1042  0.075
O: 1.5476 -1.4217 0.6144  -0.028
C: 1.2394 -0.6880 1.8514  -0.295
C: 2.4014 -1.3029 2.8855  -0.108
C: 3.9063 -1.3225 2.2361  -0.092
F: 4.7882 -2.0049 3.2558  -0.178
C: 1.5421 0.9180 1.9654  -0.067
C: 0.9705 1.8296 0.7308  -0.169
O: 1.3036 1.3452 -0.6169  -0.098
C: 2.7096 1.5901 -0.9725  -0.240
O: 3.4858 0.5029 -1.2210  0.002
C: 3.4341 3.0517 -1.1557  -0.148
C: 2.5612 4.1474 -2.0189  -0.129
C: -0.3165 -1.2357 2.0525  -0.409
C: -1.5627 -0.2085 1.7149  -0.110
C: -1.8943 -0.0390 0.1187  -0.176
O: -1.1173 -0.4978 -0.8948  0.062
C: -3.2528 0.7964 -0.3853  -0.178
C: -3.1536 2.4594 -0.5245  -0.412
C: -4.4516 3.3219 -1.0654  -0.362
C: -5.8216 2.4577 -1.4647  -0.134
C: -5.9179 0.8221 -1.3019  -0.048
C: -4.6144 -0.0514 -0.7580  0.008
P: -0.7837 -1.7634 3.8690  0.920
C: -0.2258 -3.5513 4.2382  -0.316
C: -0.1367 -0.4990 5.1449  -0.344
O: -0.3087 -2.5653 1.3562  -0.068
H: -0.1373 3.3692 -4.4222  0.076
H: -0.1797 2.5403 -2.7099  0.060
H: -1.7664 2.6746 -3.7676  0.070
H: 0.4595 1.2920 -5.4671  0.124
H: -1.2685 0.6353 -5.0029  0.115
H: -1.5043 -1.0615 -3.5950  0.124
H: -0.4086 -1.3761 -5.0996  0.119
H: -0.6281 -3.3600 -3.1320  0.129
H: 1.0177 -3.0738 -4.0288  0.126
H: -0.4743 -3.6656 -0.9764  0.113
H: 1.2815 -4.3463 -1.1446  0.114
H: 2.6815 -4.0754 0.5216  0.068
H: 1.1921 -4.8082 1.0395  0.071
H: 2.4435 -0.5399 3.7992  0.105
H: 2.1192 -2.3520 3.3196  0.102
H: 4.0204 -1.9518 1.2562  0.134
H: 4.3496 -0.2225 2.1509  0.122
H: 0.9763 1.2930 2.9474  0.115
H: 2.6855 1.1855 2.1614  0.128
H: -0.1969 2.0579 0.8298  0.102
H: 1.4896 2.8989 0.8390  0.123
H: 4.5129 2.8963 -1.5825  0.127
H: 3.5319 3.5095 -0.0575  0.118
H: 1.9201 4.8587 -1.3083  0.083
H: 1.9222 3.6877 -2.8881  0.065
H: 3.3593 4.8730 -2.5253  0.084
H: -1.3102 0.8053 2.2728  0.115
H: -2.5294 -0.6376 2.2562  0.096
H: -2.1150 2.9743 -0.2404  0.125
H: -4.3527 4.4835 -1.1860  0.112
H: -6.7297 3.0714 -1.8816  0.101
H: -6.8914 0.2479 -1.6068  0.102
H: -4.6396 -1.2293 -0.6520  0.133
H: -0.8872 -4.0558 5.0867  0.048
H: 0.8801 -3.5467 4.6692  0.048
H: -0.2397 -4.2793 3.3220  0.057
H: -0.8872 -0.5446 6.0724  0.043
H: 0.9258 -0.7704 5.5621  0.041
H: -0.1945 0.6208 4.7354  0.041
Cs: -4.6387 2.6257 1.2773  1.414